C24H34NOPbSi | wB97M-V/def2-TZVPD

Geometry as XYZ:
```
62
Properties=species:S:1:pos:R:3:forces:R:3
Pb 0.00000 0.00000 0.00000 -1.7 3.9 -1.9
C -1.82250 -1.26549 -0.78175 -1.1 -2.3 -1.3
C -1.18603 -0.79348 -1.95170 -0.9 -1.3 -1.2
C 0.08580 -1.37565 -2.02211 -0.4 -1.4 -1.5
H -1.58896 -0.06150 -2.62676 -0.1 0.2 -0.1
C 0.26316 -2.20348 -0.89660 -0.3 -1.7 -1.0
C -0.93447 -2.15736 -0.14745 -1.2 -1.9 -1.1
H -1.13540 -2.70462 0.75570 0.0 0.1 0.2
H -2.80395 -0.98411 -0.44157 0.3 -0.3 -0.1
H 0.82295 -1.17722 -2.78044 0.1 0.1 -0.1
H 1.13998 -2.78260 -0.66047 0.1 0.0 0.1
C -0.41136 1.09403 2.10942 0.8 0.8 2.3
C -0.67778 -0.26915 2.29479 0.3 -0.2 1.9
C 0.53192 -0.97868 2.10794 0.5 -0.1 2.2
H -1.63973 -0.70012 2.51542 0.0 -0.1 -0.1
C 1.53895 -0.05325 1.78895 1.1 0.2 2.2
C 0.94910 1.23466 1.78027 0.6 0.8 2.5
H 1.43202 2.15788 1.51545 0.1 0.1 -0.1
H -1.13654 1.88637 2.12183 0.3 -0.4 0.2
H 0.66350 -2.04365 2.18554 0.0 -0.1 -0.1
H 2.57352 -0.29014 1.61524 0.1 0.0 -0.1
O 1.64376 0.96075 -1.15820 3.4 1.6 -2.1
C 3.10449 0.80512 -1.40371 -0.4 0.4 -0.2
C 2.93781 1.52441 -2.75118 0.1 0.1 -0.1
C 3.51363 -0.64124 -1.45913 0.0 -0.1 0.0
C 3.88970 1.60069 -0.38907 0.2 0.1 0.1
C 1.49787 1.80095 -2.34190 0.0 -0.3 0.3
H 3.03600 0.86385 -3.60842 0.0 -0.1 -0.1
H 3.56989 2.39659 -2.89190 0.1 0.1 0.0
H 1.26254 2.82078 -2.05518 0.0 0.2 0.0
H 0.71528 1.42837 -2.99467 -0.1 -0.1 -0.1
H 4.56073 -0.71458 -1.75109 0.2 0.0 0.0
H 2.92041 -1.19674 -2.17953 -0.1 0.0 -0.1
H 3.39860 -1.11471 -0.48710 0.0 0.0 0.1
H 4.82576 1.93840 -0.83326 0.1 0.0 0.0
H 4.12930 1.00876 0.48947 -0.1 0.0 0.2
H 3.32982 2.47653 -0.06910 -0.1 0.1 0.0
C -1.38797 4.38676 1.28040 0.3 0.5 0.1
Si -2.67145 3.11925 0.79922 -0.4 -3.1 0.2
C -3.56911 2.83489 2.49409 -0.2 -0.1 0.3
C -4.07715 3.99665 -0.09637 -0.4 0.4 -0.1
N -2.13489 1.42328 0.11031 -4.2 3.7 0.9
C -3.50149 0.92151 0.09676 1.2 0.0 -0.2
C -4.06116 0.15760 1.18313 -0.7 0.2 -1.3
C -5.33638 -0.40134 1.09760 0.5 0.4 -0.5
C -6.10388 -0.22509 -0.05421 0.0 0.1 -0.2
C -5.58969 0.50512 -1.12863 0.7 0.1 0.4
C -4.29607 1.06609 -1.06519 -1.4 -1.0 0.7
H -1.94669 5.22342 1.76181 0.4 -0.4 -0.4
H -0.85551 4.76227 0.39458 0.1 0.0 0.4
H -0.68230 4.00575 2.04397 -0.2 0.2 -0.5
H -3.83535 3.79944 2.96169 0.2 -0.1 -0.1
H -4.52915 2.29102 2.37623 0.6 0.3 0.0
H -2.95544 2.26604 3.22164 -0.3 0.3 -0.3
H -3.78266 4.30809 -1.11117 -0.3 0.0 0.2
H -4.98616 3.35620 -0.13137 0.7 0.3 -0.2
H -4.36820 4.88488 0.50714 0.3 -0.3 -0.4
H -3.51105 -0.00785 2.08027 0.5 0.1 0.4
H -5.73073 -0.98689 1.91960 0.0 0.0 0.1
H -7.08863 -0.67445 -0.11780 0.0 0.0 0.0
H -6.19761 0.62750 -2.02264 0.1 0.0 0.1
H -3.92573 1.60376 -1.91921 0.3 0.2 -0.1
```
Positions in Å, forces in eV/Å.

Values from the calculation:
Maximum force   5.7 eV/Å
LUMO   0.093 Ha
E_HOMO   -2.77 eV
Net charge   -1
E   -42096.7231 eV
Multiplicity   1